ORCA calculation (the ωB97M-V functional and the def2-TZVPD basis) on C4H7NOS in the gas phase at a distorted geometry.

```
! wB97M-V def2-TZVPD RIJCOSX def2/J DEFGRID3
* xyz 0 1
O -2.1447 0.2117 -1.0144
C -0.3623 1.2008 0.6967
H -0.3849 -1.8451 1.3128
H -0.4953 2.1808 0.4572
H 1.8710 1.3393 0.2752
H -0.6984 -2.0651 -0.3765
N 0.8952 0.3099 -1.3816
H -0.0257 0.2622 -1.8780
S -1.6625 -0.0428 0.3846
C 0.9539 0.6847 0.0750
H -0.3642 1.3026 1.7742
C 0.9749 -0.7450 -0.3421
H 1.8226 -1.4072 -0.2607
C -0.3796 -1.3869 0.2776
*
```

## Properties
HOMO-LUMO gap in eV: 9.60
DFT total energy in eV: -18631.511
HOMO level in Ha: -0.3278

***

ORCA calculation (the ωB97M-V functional and the def2-TZVPD basis) on a molecular structure, C7H11BO2S at a distorted geometry.

```
! wB97M-V def2-TZVPD RIJCOSX def2/J DEFGRID3
* xyz 0 1
S 0.6664 2.3089 -0.4599
C 0.1593 1.8397 -2.1429
O -2.3086 1.2604 1.4459
C 1.0062 -2.2132 0.3695
H -0.0142 2.7132 -2.7836
H -3.0560 1.9113 1.4924
C -0.4533 -1.7495 0.3811
H 1.3372 -2.1077 -0.6777
C 1.9511 -1.2544 1.2487
H 0.9329 1.2051 -2.5702
H 1.5750 -1.2351 2.2665
H 2.9919 -1.7291 1.2321
H 1.1332 -3.1259 0.9195
C 0.8371 0.6988 0.2673
B -2.0048 0.4490 0.3265
C 1.9269 0.2102 0.7902
H 2.7247 0.8916 0.8151
H -3.6262 0.9474 -0.5485
H -0.8879 1.3228 -2.2092
O -2.8202 0.4843 -0.7343
H -1.3075 -2.3415 0.3473
C -0.7635 -0.4865 0.2243
*
```

## Properties
HOMO-LUMO gap in eV: 8.49
DFT total energy in eV: -23043.493
HOMO level in Ha: -0.2995

***

In kcal/mol, the energy relative to the best compared isomer or geometry (same formula, charge and spin) values for the records above are, in order, 70.1 0.0.